# C24H34N2O6

One molecule with the formula C24H34N2O6 (wB97M-V/def2-TZVPD, the OMol25 dataset).

Summary:
Total charge: 0
Relative energy (zero: lowest compared OMol25 entry of this formula, charge and spin) in kJ/mol: 412.4
SMILES: COc1cc(CN2CCCN(Cc3cc(OC)c(OC)c(OC)c3)C2)cc(OC)c1OC
Frontier orbital gap in Ha: 0.308

Positions of all 66 atoms, in Å:
C (5.42, -1.19, 0.15)
O (4.21, -1.91, 0.08)
C (3.10, -1.28, -0.44)
C (3.14, 0.00, -0.97)
C (2.00, 0.60, -1.49)
C (2.02, 2.03, -1.97)
N (1.84, 3.06, -0.95)
C (3.01, 3.53, -0.24)
C (3.30, 2.73, 1.03)
C (2.03, 2.66, 1.87)
N (0.96, 2.08, 1.09)
C (-0.24, 1.93, 1.91)
C (-1.32, 1.10, 1.29)
C (-1.32, -0.28, 1.45)
C (-2.37, -1.04, 0.98)
O (-2.49, -2.39, 1.12)
C (-1.43, -3.10, 1.73)
C (-3.45, -0.43, 0.30)
O (-4.43, -1.30, -0.09)
C (-5.27, -0.98, -1.18)
C (-3.44, 0.96, 0.13)
O (-4.51, 1.53, -0.51)
C (-4.52, 2.92, -0.72)
C (-2.38, 1.70, 0.63)
C (0.71, 2.90, -0.08)
C (0.83, -0.13, -1.57)
C (0.78, -1.43, -1.08)
O (-0.32, -2.24, -1.16)
C (-1.37, -1.86, -2.01)
C (1.90, -2.00, -0.46)
O (1.70, -3.26, 0.03)
C (2.51, -3.75, 1.08)
H (5.33, -0.29, 0.76)
H (5.79, -0.92, -0.85)
H (6.13, -1.87, 0.62)
H (4.07, 0.55, -1.00)
H (1.21, 2.17, -2.70)
H (2.97, 2.25, -2.47)
H (3.86, 3.51, -0.92)
H (2.81, 4.57, 0.04)
H (3.59, 1.71, 0.77)
H (4.11, 3.20, 1.60)
H (2.20, 2.04, 2.75)
H (1.77, 3.68, 2.22)
H (0.08, 1.45, 2.84)
H (-0.65, 2.93, 2.17)
H (-0.48, -0.74, 1.95)
H (-1.77, -4.14, 1.75)
H (-0.52, -3.03, 1.13)
H (-1.25, -2.75, 2.75)
H (-4.69, -0.63, -2.04)
H (-5.77, -1.91, -1.44)
H (-6.01, -0.23, -0.92)
H (-4.53, 3.47, 0.23)
H (-3.66, 3.25, -1.31)
H (-5.43, 3.13, -1.26)
H (-2.38, 2.78, 0.53)
H (-0.11, 2.45, -0.65)
H (0.40, 3.93, 0.23)
H (-0.04, 0.31, -2.01)
H (-2.10, -2.66, -1.94)
H (-1.83, -0.92, -1.70)
H (-1.02, -1.76, -3.05)
H (2.62, -3.02, 1.88)
H (3.50, -4.04, 0.73)
H (1.99, -4.63, 1.46)